# 1
12
Properties=species:S:1:pos:R:3:mulliken_spin:R:1 method="wB97M-V/def2-TZVPD" spin_multiplicity=2 homo_lumo_gap_ev="6.45 / 9.90" s2=0.7501 charge=+1
H 2.03 -0.31 -0.35 0.000
C 0.43 -0.47 -1.88 -0.007
C 0.96 -0.55 -0.67 0.002
C 0.32 -0.32 0.62 0.024
H 1.03 -0.68 -2.77 0.000
H -0.65 -0.41 -2.01 0.010
H 0.41 -1.12 1.36 0.007
C -0.15 1.05 1.17 -0.009
O -1.12 0.19 0.58 -0.239
Ca -3.13 -0.47 1.11 1.203
H -0.26 1.17 2.25 0.011
H 0.11 1.92 0.58 -0.001

=====

# 2
54
Properties=species:S:1:pos:R:3:mulliken_spin:R:1 method="wB97M-V/def2-TZVPD" spin_multiplicity=3 e_above_lowest_kj_mol=0.00 homo_lumo_gap_ev="6.00 / 8.46" s2=2.0054
C -0.82 1.47 -4.61 0.001
C -0.31 2.34 -3.66 0.002
C -0.06 1.90 -2.35 -0.132
C -0.38 0.59 -1.99 0.098
C -0.89 -0.29 -2.96 -0.047
C -1.07 0.14 -4.28 -0.010
C 0.62 2.86 -1.41 0.020
C -0.13 3.30 -0.14 0.026
N -1.09 2.31 0.41 -0.129
Ti -0.33 0.08 0.10 1.735
C -1.27 -1.69 -2.57 0.021
P -1.65 -1.71 -0.75 -0.007
H -0.08 3.38 -3.91 0.000
H -1.46 -0.57 -5.02 0.001
H -1.02 1.83 -5.62 0.000
H -0.47 -2.42 -2.74 0.002
H -2.17 -2.04 -3.10 0.000
H 1.61 2.49 -1.10 -0.004
H 0.80 3.79 -1.96 0.002
H 0.62 3.52 0.64 -0.003
C -1.66 -3.47 -0.35 0.005
C -3.41 -1.24 -0.84 0.093
H -0.71 4.22 -0.33 0.001
C -2.41 2.49 -0.22 0.074
C -1.21 2.45 1.87 0.102
H -0.94 -1.09 1.47 0.053
H -2.79 3.48 0.06 0.011
H -2.34 2.43 -1.31 0.005
H -3.11 1.71 0.12 -0.004
H -1.79 3.35 2.09 0.009
H -1.71 1.56 2.29 -0.040
H -0.21 2.53 2.31 0.008
H -3.95 -2.06 -1.33 0.003
H -3.80 -1.08 0.17 -0.008
H -3.53 -0.32 -1.43 0.002
H -2.41 -3.99 -0.96 0.000
H -0.67 -3.91 -0.53 -0.001
H -1.91 -3.60 0.71 -0.003
H -0.91 -0.43 1.82 0.073
O 2.38 -2.31 1.46 -0.005
C 3.06 -1.56 2.38 0.001
C 3.65 -2.20 3.48 0.001
C 4.53 -1.49 4.29 0.000
C 4.81 -0.14 4.04 0.000
C 4.14 0.51 3.00 0.000
C 3.24 -0.17 2.18 -0.008
C 2.39 0.64 1.26 0.005
O 2.53 1.85 1.14 -0.009
O 1.45 -0.06 0.63 0.054
H 2.56 -3.25 1.63 0.003
H 3.41 -3.25 3.68 0.000
H 5.01 -2.00 5.13 0.000
H 5.52 0.40 4.65 0.000
H 4.30 1.57 2.81 0.000

=====

# 3
76
Properties=species:S:1:pos:R:3:lowdin_charge:R:1 method="wB97M-V/def2-TZVPD" homo_lumo_gap_ev=5.37 charge=-1
C 4.94 0.40 2.38 -0.146
C 4.09 -0.68 2.70 -0.116
C 2.73 -0.59 2.43 -0.041
C 2.19 0.59 1.84 -0.239
C 0.79 0.82 1.75 -0.087
C -0.08 0.53 2.85 -0.436
C -1.35 1.36 2.93 -0.148
C -2.55 0.75 3.31 -0.037
C -3.71 1.51 3.43 -0.101
C -3.68 2.89 3.24 -0.124
C -2.46 3.52 2.93 -0.097
C -1.31 2.75 2.76 -0.038
O 0.16 -0.32 3.74 -0.060
C 3.08 1.60 1.41 -0.067
C 4.43 1.53 1.73 -0.129
H 6.00 0.35 2.64 0.076
H 4.49 -1.58 3.17 0.088
H 2.04 -1.39 2.69 0.093
H 0.42 1.54 1.03 0.050
H -2.56 -0.32 3.51 0.099
H -4.65 1.00 3.68 0.096
H -4.59 3.48 3.32 0.087
H -2.40 4.60 2.82 0.092
H -0.36 3.21 2.48 0.115
H 2.66 2.47 0.90 0.102
H 5.09 2.37 1.48 0.084
C 4.44 0.63 -5.46 -0.066
N 3.83 1.26 -4.31 -0.203
C 4.19 2.66 -4.14 -0.073
C 3.08 0.61 -3.38 -0.215
C 2.44 1.33 -2.33 0.000
C 1.51 0.71 -1.51 -0.038
C 1.25 -0.68 -1.58 -0.217
C 0.26 -1.32 -0.74 -0.025
C -1.05 -1.00 -0.64 -0.292
S -2.25 -2.14 0.00 0.699
C -1.36 -3.23 1.10 -0.282
C -0.97 -4.53 0.76 -0.064
C -0.22 -5.28 1.67 -0.088
C 0.13 -4.75 2.91 -0.075
C -0.32 -3.47 3.27 -0.050
C -1.09 -2.74 2.37 -0.045
O -3.14 -1.36 0.84 -0.301
O -2.79 -2.93 -1.09 -0.304
S -1.69 0.56 -1.31 0.735
C -3.49 0.52 -1.37 -0.281
C -4.24 1.20 -0.41 -0.049
C -5.63 1.26 -0.53 -0.065
C -6.27 0.66 -1.62 -0.084
C -5.51 -0.03 -2.57 -0.079
C -4.12 -0.10 -2.46 -0.062
O -1.37 1.59 -0.32 -0.299
O -1.24 0.71 -2.68 -0.286
C 2.00 -1.42 -2.53 -0.025
C 2.86 -0.80 -3.42 -0.025
H 4.22 -0.43 -5.51 0.063
H 4.09 1.11 -6.39 0.089
H 5.53 0.77 -5.41 0.089
H 3.31 3.28 -3.93 0.084
H 4.93 2.79 -3.33 0.098
H 4.64 3.01 -5.08 0.080
H 2.64 2.39 -2.18 0.098
H 1.01 1.31 -0.77 0.082
H 0.53 -2.28 -0.28 0.128
H -1.26 -4.94 -0.21 0.109
H 0.10 -6.29 1.40 0.099
H 0.73 -5.33 3.62 0.102
H -0.07 -3.03 4.23 0.114
H -1.46 -1.76 2.64 0.080
H -3.73 1.67 0.42 0.105
H -6.21 1.79 0.23 0.105
H -7.35 0.72 -1.73 0.099
H -5.99 -0.52 -3.42 0.101
H -3.52 -0.63 -3.19 0.117
H 1.84 -2.49 -2.59 0.115
H 3.37 -1.41 -4.18 0.084

=====

# 4
19
Properties=species:S:1:pos:R:3:mulliken_spin:R:1 method="wB97M-V/def2-TZVPD" spin_multiplicity=2 e_above_lowest_kj_mol=0.00 homo_lumo_gap_ev="10.53 / 8.39" s2=0.7533 charge=+3
C 0.86 1.41 0.71 0.024
C 0.11 0.04 0.59 0.077
C -0.50 -0.43 -0.71 0.326
C -1.63 0.08 -1.35 0.388
C -0.56 -2.61 -1.74 0.084
N 0.11 -1.63 -1.23 -0.008
N 0.88 1.85 2.18 0.000
H 0.47 2.15 0.02 -0.001
H 1.90 1.24 0.41 0.001
H 0.82 -0.75 0.85 0.006
H -0.69 -0.02 1.36 0.043
H -1.97 1.09 -1.15 0.036
H -1.99 -0.45 -2.23 0.016
H -1.64 -2.73 -1.73 0.004
H -0.07 -3.45 -2.26 0.006
H 1.13 -1.63 -1.14 -0.004
H -0.07 1.77 2.54 0.001
H 1.25 2.81 2.30 0.000
H 1.59 1.24 2.60 0.000

=====

# 5
103
Properties=species:S:1:pos:R:3:lowdin_charge:R:1 method="wB97M-V/def2-TZVPD" e_above_lowest_kj_mol=36.78 homo_lumo_gap_ev=5.92 charge=+2
Au -1.22 0.38 0.12 0.686
C 2.29 0.21 -5.65 -0.058
C 3.10 0.10 -4.53 -0.064
C 2.62 0.49 -3.29 -0.134
C 1.33 1.01 -3.16 -0.347
C 0.52 1.11 -4.29 -0.074
C 1.00 0.72 -5.53 -0.056
P 0.64 1.40 -1.53 1.030
C -0.33 2.91 -1.86 -0.367
C -1.66 2.70 -2.24 -0.146
C -2.45 3.77 -2.65 -0.065
C -1.92 5.05 -2.68 -0.064
C -0.61 5.26 -2.28 -0.063
C 0.18 4.20 -1.87 -0.063
C 2.03 1.85 -0.45 -0.390
C 3.07 2.67 -0.87 -0.083
C 4.08 3.02 0.02 -0.036
C 4.06 2.54 1.32 -0.042
C 3.03 1.70 1.73 -0.079
C 2.02 1.32 0.85 -0.305
Si 0.78 0.09 1.52 0.707
C 1.08 -1.75 1.58 -0.277
C 0.67 -2.40 2.76 -0.085
C 0.97 -3.73 2.97 -0.042
C 1.67 -4.45 2.01 -0.026
C 2.03 -3.84 0.82 -0.053
C 1.72 -2.51 0.58 -0.383
P 1.97 -1.73 -1.03 1.100
C 3.55 -2.41 -1.62 -0.377
C 4.69 -1.68 -1.28 -0.111
C 5.95 -2.13 -1.65 -0.065
C 6.08 -3.30 -2.38 -0.060
C 4.95 -4.03 -2.72 -0.058
C 3.69 -3.59 -2.34 -0.090
C 0.71 -2.61 -2.02 -0.363
C 0.76 -2.60 -3.41 -0.088
C -0.25 -3.20 -4.15 -0.038
C -1.28 -3.90 -3.53 -0.053
C -1.36 -3.89 -2.14 -0.067
C -0.46 -3.12 -1.41 -0.190
C 0.19 0.66 3.21 -0.303
C 0.92 0.41 4.37 -0.095
C 0.51 0.90 5.60 -0.034
C -0.65 1.65 5.70 -0.031
C -1.40 1.93 4.56 -0.044
C -0.98 1.43 3.33 -0.362
P -1.87 1.83 1.82 0.975
C -1.48 3.56 1.47 -0.343
C -2.40 4.40 0.85 -0.091
C -2.09 5.74 0.68 -0.063
C -0.86 6.24 1.09 -0.053
C 0.07 5.39 1.67 -0.052
C -0.23 4.05 1.86 -0.075
C -3.64 1.69 2.11 -0.363
C -4.31 2.71 2.80 -0.096
C -5.65 2.57 3.10 -0.046
C -6.33 1.42 2.73 -0.043
C -5.67 0.41 2.05 -0.056
C -4.33 0.54 1.74 -0.102
H 2.66 -0.09 -6.62 0.116
H 4.11 -0.28 -4.62 0.118
H 3.27 0.42 -2.43 0.071
H -0.48 1.51 -4.22 0.099
H 0.37 0.81 -6.40 0.116
H -2.07 1.70 -2.29 0.072
H -3.47 3.59 -2.96 0.117
H -2.53 5.88 -3.01 0.118
H -0.20 6.26 -2.29 0.119
H 1.20 4.39 -1.56 0.099
H 3.09 3.05 -1.88 0.119
H 4.88 3.68 -0.31 0.121
H 4.84 2.82 2.01 0.120
H 3.05 1.34 2.75 0.103
H 0.14 -1.86 3.53 0.096
H 0.66 -4.21 3.89 0.119
H 1.91 -5.49 2.18 0.122
H 2.55 -4.41 0.06 0.114
H 4.60 -0.75 -0.73 0.099
H 6.83 -1.56 -1.38 0.112
H 7.06 -3.65 -2.67 0.114
H 5.05 -4.95 -3.29 0.114
H 2.82 -4.17 -2.61 0.106
H 1.59 -2.13 -3.93 0.100
H -0.21 -3.16 -5.23 0.119
H -2.00 -4.44 -4.12 0.117
H -2.18 -4.38 -1.64 0.121
H -0.46 -3.24 -0.33 0.107
H 1.83 -0.19 4.32 0.116
H 1.09 0.68 6.49 0.122
H -0.98 2.02 6.66 0.122
H -2.30 2.52 4.64 0.110
H -3.36 4.03 0.53 0.115
H -2.82 6.40 0.22 0.121
H -0.63 7.29 0.96 0.119
H 1.04 5.77 1.98 0.116
H 0.49 3.40 2.34 0.101
H -3.79 3.62 3.08 0.110
H -6.17 3.36 3.63 0.119
H -7.38 1.31 2.97 0.119
H -6.20 -0.49 1.76 0.116
H -3.82 -0.26 1.22 0.073
O -1.96 -0.90 -2.57 0.128
C -1.52 -1.07 -1.54 -0.158

=====

# 6
14
Properties=species:S:1:pos:R:3:mulliken_spin:R:1 method="wB97M-V/def2-TZVPD" spin_multiplicity=8 homo_lumo_gap_ev="7.04 / 5.19" s2=16.0870 charge=+4
Gd -1.71 -0.07 -1.97 4.959
In 1.81 -0.19 1.58 0.752
Cl -2.38 -1.94 -0.51 0.995
Cl -0.01 1.19 -0.36 0.083
C 1.60 2.17 2.21 0.075
C 0.17 -1.50 -2.35 -0.017
C 0.02 0.71 -3.60 0.001
O 1.09 3.20 2.13 -0.012
O 1.18 -2.04 -2.50 0.008
O 0.97 1.06 -4.15 0.000
N -0.45 -0.61 2.32 0.178
H -0.71 -1.55 2.03 -0.011
H -1.04 0.07 1.84 -0.008
H -0.52 -0.51 3.33 -0.002

=====

# 7
90
Properties=species:S:1:pos:R:3:lowdin_charge:R:1 method="wB97M-V/def2-TZVPD" e_above_lowest_kj_mol=389.54 homo_lumo_gap_ev=4.85
Ba 0.50 0.73 0.00 1.738
C -2.71 -2.65 2.60 -0.038
C -1.79 -1.81 1.96 -0.154
N -0.50 -2.11 1.88 0.118
C -0.07 -3.28 2.36 -0.153
C -0.93 -4.21 2.99 -0.150
C -2.28 -3.84 3.12 -0.016
C -0.42 -5.46 3.45 -0.028
C 0.88 -5.78 3.28 -0.033
C 1.78 -4.87 2.65 -0.150
C 3.14 -5.19 2.45 -0.018
C 3.96 -4.28 1.84 -0.052
C 3.42 -3.05 1.44 -0.135
N 2.16 -2.72 1.61 0.132
C 1.33 -3.61 2.20 -0.138
H -3.76 -2.37 2.66 0.105
H -2.03 -0.91 1.41 0.052
H -2.97 -4.52 3.61 0.115
H -1.10 -6.15 3.93 0.113
H 1.26 -6.74 3.62 0.112
H 3.51 -6.16 2.77 0.116
H 5.00 -4.50 1.66 0.103
H 4.05 -2.31 0.96 0.091
C 4.41 2.75 -0.65 -0.166
Si 2.92 1.67 -1.01 0.280
C 2.61 1.79 -2.86 -0.155
C 3.30 -0.13 -0.59 -0.229
C 1.59 2.44 -0.07 -1.015
Si 0.28 3.34 -0.90 0.268
C 1.14 4.87 -1.54 -0.159
C -0.58 2.32 -2.23 -0.222
C -1.00 4.09 0.25 -0.146
Si 1.70 2.49 1.72 0.317
C 2.81 1.16 2.41 -0.156
C 2.41 4.16 2.13 -0.151
C -0.02 2.33 2.50 -0.346
C -0.31 3.30 3.48 -0.073
C -1.56 3.35 4.06 -0.045
C -2.51 2.42 3.65 -0.043
C -2.16 1.49 2.69 -0.129
N -0.94 1.43 2.14 -0.080
H 5.31 2.49 -1.21 0.036
H 4.64 2.74 0.41 0.021
H 4.11 3.77 -0.91 0.036
H 3.58 1.99 -3.34 0.045
H 1.97 2.64 -3.10 0.012
H 2.19 0.89 -3.32 0.043
H 4.37 -0.27 -0.77 0.056
H 2.75 -0.86 -1.19 0.044
H 3.12 -0.39 0.45 -0.029
H 2.02 4.62 -2.14 0.022
H 1.49 5.41 -0.66 0.034
H 0.50 5.54 -2.13 0.037
H 0.09 1.59 -2.66 -0.001
H -0.85 3.01 -3.03 0.060
H -1.47 1.78 -1.90 0.027
H -0.44 4.56 1.07 0.025
H -1.76 3.44 0.67 0.034
H -1.49 4.89 -0.30 0.051
H 3.73 1.18 1.81 0.027
H 2.41 0.15 2.43 0.027
H 3.11 1.45 3.42 0.051
H 3.30 4.28 1.52 0.031
H 2.68 4.33 3.18 0.040
H 1.70 4.94 1.82 0.034
H 0.44 4.03 3.74 0.094
H -1.80 4.11 4.79 0.113
H -3.50 2.43 4.08 0.109
H -2.87 0.77 2.33 0.107
C -4.70 -2.22 -2.54 -0.027
C -3.55 -1.29 -2.94 -0.503
C -4.10 -0.07 -3.65 -0.022
O -2.92 -0.84 -1.71 -0.038
B -1.68 -1.47 -1.52 -0.525
O -1.44 -2.29 -2.62 -0.019
C -2.39 -2.02 -3.68 -0.505
C -2.77 -3.34 -4.34 -0.022
C -1.67 -1.13 -4.69 -0.021
H -5.39 -1.66 -1.91 0.085
H -4.31 -3.05 -1.95 0.091
H -5.23 -2.60 -3.41 0.085
H -4.90 0.37 -3.05 0.085
H -4.51 -0.33 -4.63 0.090
H -3.32 0.68 -3.77 0.075
H -3.18 -4.04 -3.62 0.081
H -1.87 -3.78 -4.77 0.087
H -3.49 -3.17 -5.14 0.090
H -1.31 -0.23 -4.18 0.076
H -2.31 -0.86 -5.53 0.084
H -0.79 -1.66 -5.06 0.089

=====

# 8
112
Properties=species:S:1:pos:R:3:lowdin_charge:R:1 method="wB97M-V/def2-TZVPD" homo_lumo_gap_ev=5.56
C -1.45 5.67 -2.27 -0.131
C -2.66 5.65 -3.33 -0.157
B -4.00 5.15 -2.58 -0.429
O -4.45 5.99 -1.50 0.069
C -4.78 3.83 -3.03 -0.049
C -6.19 3.93 -3.46 -0.156
C -6.99 5.27 -3.48 -0.133
C -7.60 5.45 -2.00 -0.186
C -8.70 4.37 -1.63 -0.184
C -8.28 3.47 -0.38 -0.254
N -8.18 2.01 -0.75 -0.024
C -6.89 2.72 -3.90 -0.035
C -6.23 1.42 -3.88 0.004
C -4.83 1.27 -3.43 -0.201
C -4.15 2.49 -3.03 -0.344
S -2.42 2.43 -2.43 0.954
C -2.27 0.66 -1.99 -0.403
C -3.21 -0.32 -2.53 -0.191
C -3.01 -1.72 -2.09 0.040
C -1.95 -2.07 -1.17 -0.156
C -1.77 -3.56 -0.73 -0.101
C -2.72 -3.91 0.49 -0.151
O -3.90 -3.09 0.46 -0.047
C -3.99 -2.28 1.59 -0.473
C -4.10 -0.72 1.41 0.023
O -3.98 -2.75 2.70 0.103
C -1.04 -1.07 -0.62 -0.192
C 0.08 -1.41 0.40 -0.143
C 1.41 -1.91 -0.23 -0.190
C 1.68 -1.88 -1.67 -0.014
C 2.99 -2.39 -2.11 -0.076
C 4.01 -2.87 -1.19 -0.084
C 3.73 -2.91 0.26 -0.077
C 2.44 -2.41 0.70 -0.048
C -1.18 0.33 -1.05 -0.504
S -0.10 1.69 -0.49 0.761
N -4.31 -0.08 -3.41 -0.057
C -4.20 -0.72 -4.74 -0.141
C -2.83 -0.54 -5.52 -0.349
C -2.21 0.91 -5.45 -0.085
C -1.75 -1.68 -5.18 -0.075
H -1.75 5.10 -1.35 0.044
H -0.52 5.20 -2.71 0.075
H -1.16 6.73 -2.03 0.077
H -2.79 6.72 -3.65 0.107
H -2.43 5.04 -4.24 0.092
H -4.00 5.69 -0.69 0.110
H -6.34 6.17 -3.63 0.112
H -7.87 5.26 -4.18 0.116
H -7.96 6.50 -1.81 0.110
H -6.74 5.28 -1.30 0.083
H -9.62 4.93 -1.29 0.099
H -9.01 3.71 -2.48 0.089
H -9.08 3.53 0.42 0.101
H -7.33 3.82 0.11 0.104
H -8.98 1.54 -0.32 0.059
H -7.37 1.63 -0.26 0.054
H -7.95 2.81 -4.22 0.104
H -6.84 0.55 -4.22 0.114
H -3.71 -2.51 -2.47 0.131
H -0.68 -3.69 -0.48 0.109
H -1.96 -4.25 -1.60 0.120
H -2.10 -3.77 1.42 0.125
H -3.00 -4.99 0.39 0.130
H -4.54 -0.45 0.42 0.081
H -3.10 -0.24 1.55 0.091
H -4.78 -0.31 2.20 0.091
H 0.33 -0.56 1.08 0.086
H -0.29 -2.23 1.09 0.115
H 0.89 -1.52 -2.35 0.101
H 3.23 -2.39 -3.19 0.094
H 5.01 -3.24 -1.54 0.092
H 4.49 -3.29 0.98 0.094
H 2.22 -2.44 1.80 0.109
H 0.36 1.40 0.77 -0.122
H -4.38 -1.83 -4.61 0.116
H -5.01 -0.37 -5.44 0.124
H -3.07 -0.71 -6.61 0.126
H -1.67 1.06 -6.44 0.084
H -1.39 1.00 -4.68 0.060
H -2.96 1.73 -5.39 0.074
H -2.32 -2.57 -4.80 0.066
H -1.19 -2.01 -6.09 0.075
H -1.08 -1.36 -4.34 0.069
O 8.98 -0.74 4.56 0.116
C 8.61 -1.16 3.48 -0.309
C 8.03 -0.29 2.46 0.076
C 7.62 -0.79 1.29 -0.232
O 7.08 -0.01 0.33 0.103
C 7.74 -2.25 0.98 -0.321
O 7.34 -2.67 -0.09 0.089
C 8.34 -3.12 1.99 0.072
C 8.76 -2.62 3.16 -0.221
O 9.31 -3.40 4.10 0.091
H 7.95 0.76 2.69 0.136
H 6.87 -0.61 -0.41 0.117
H 8.44 -4.17 1.75 0.135
H 9.53 -2.83 4.87 0.063
O 9.59 -2.57 6.63 0.081
C 9.87 -2.75 7.80 -0.272
C 8.86 -2.83 8.85 0.086
C 9.22 -3.01 10.12 -0.226
O 8.31 -3.10 11.11 0.111
C 10.66 -3.12 10.52 -0.312
O 10.94 -3.26 11.70 0.118
C 11.67 -3.06 9.47 0.080
C 11.31 -2.88 8.19 -0.219
O 12.22 -2.82 7.21 0.113
H 7.83 -2.75 8.55 0.140
H 8.82 -3.22 11.93 0.121
H 12.70 -3.16 9.77 0.139
H 11.72 -2.69 6.38 0.119

=====

Computed DFT total energy, in the same sequence as the records: -908.51226 -2250.14934 -2618.31698 -305.87786 -3645.12489 -2270.77129 -2481.71437 -3503.60686 a.u..